No. 1
Entry from the Open Molecules 2025 dataset: C22H44O27PtRb3S3 as an isolated structure at a distorted geometry (the ωB97M-V functional and the def2-TZVPD basis).

Cartesian coordinates (Å):
Pt: 10.76685 -22.87389 13.01473
Rb: 16.69238 -21.48031 12.08247
Rb: 13.53548 -24.39614 10.38696
Rb: 13.57527 -20.47893 9.39170
S: 13.50850 -21.78595 13.22839
O: 13.88384 -20.98958 12.06268
O: 12.20885 -21.45925 13.91454
O: 13.03425 -23.06207 12.64683
O: 14.63839 -21.88918 14.12776
S: 10.24542 -22.42440 10.34766
O: 10.00390 -21.56327 11.54874
O: 9.04252 -22.71172 9.60622
O: 11.29771 -21.95355 9.44706
O: 10.78486 -23.63805 11.01292
C: 12.89552 -17.94103 12.83569
C: 11.55094 -18.55775 12.39344
O: 10.82095 -17.78477 11.49057
C: 11.28334 -17.54276 10.27319
O: 12.29824 -18.02032 9.79061
O: 10.41342 -16.76508 9.65397
C: 10.86974 -16.10248 8.46674
H: 12.68701 -16.98655 13.33504
H: 13.55497 -17.67620 12.00848
H: 13.40536 -18.54178 13.58210
H: 11.05922 -18.71289 13.34991
H: 11.73331 -19.58745 12.08227
H: 11.71957 -15.47150 8.74371
H: 10.09246 -15.42527 8.13466
H: 11.22830 -16.82197 7.73546
C: 16.82950 -24.67120 13.64639
C: 18.25774 -24.46917 14.08566
O: 19.15769 -25.03012 13.12949
C: 20.05157 -25.96553 13.46741
O: 20.07560 -26.55192 14.51345
O: 20.78509 -26.20135 12.38716
C: 21.60712 -27.36661 12.38676
H: 16.60159 -25.73951 13.69256
H: 16.71930 -24.56315 12.55740
H: 16.15504 -24.04031 14.22102
H: 18.43878 -24.93088 15.05735
H: 18.54921 -23.42061 14.18580
H: 21.83606 -27.71292 13.39418
H: 22.59014 -27.19864 11.95037
H: 21.05846 -28.11308 11.81512
C: 12.24308 -27.78641 14.01730
C: 11.04809 -27.04236 14.53726
O: 11.30426 -26.24603 15.69814
C: 11.50668 -24.96321 15.60385
O: 11.24151 -24.25637 14.64610
O: 12.03184 -24.51104 16.73126
C: 12.45868 -23.15496 16.79096
H: 13.08354 -27.11141 13.82032
H: 11.96717 -28.17159 13.03647
H: 12.62047 -28.51631 14.73103
H: 10.24777 -27.71768 14.83815
H: 10.63603 -26.42043 13.73875
H: 11.61428 -22.46997 16.81105
H: 13.12951 -22.86059 15.98635
H: 13.00839 -23.08161 17.72677
C: 7.36623 -24.24975 17.16446
C: 8.41842 -23.36098 16.55331
O: 7.83018 -22.11399 16.20633
C: 8.43194 -21.35731 15.30765
O: 9.41730 -21.64812 14.66389
O: 7.78800 -20.22343 15.23447
C: 8.26701 -19.13208 14.50510
H: 6.35447 -24.27408 16.75127
H: 7.05872 -23.89073 18.15660
H: 7.71307 -25.27139 17.31149
H: 8.77756 -23.80339 15.61799
H: 9.26164 -23.28846 17.24351
H: 8.07205 -19.21587 13.43120
H: 9.33672 -18.93890 14.56968
H: 7.74519 -18.22574 14.80332
C: 10.53754 -20.18266 21.70973
C: 9.55470 -20.12225 20.54666
O: 9.95772 -19.26217 19.50011
C: 10.85315 -19.73308 18.62915
O: 11.37297 -20.81602 18.69572
O: 11.04763 -18.79369 17.71665
C: 12.10365 -19.03683 16.78801
H: 11.51534 -20.53511 21.37189
H: 10.18573 -20.83096 22.51193
H: 10.75718 -19.22656 22.18849
H: 8.67087 -19.63544 20.96785
H: 9.20845 -21.09882 20.21011
H: 12.14150 -19.98717 16.25391
H: 13.01304 -18.94339 17.38347
H: 12.05132 -18.23360 16.05714
C: 16.35484 -20.95540 16.43630
C: 15.16623 -20.00825 16.42661
O: 15.56298 -18.99541 17.34827
S: 16.82988 -19.41565 18.26554
O: 16.47220 -19.34204 19.64371
O: 18.02288 -18.74576 17.79390
O: 16.82173 -20.95128 17.77315
H: 17.16994 -20.63568 15.77201
H: 16.14731 -21.99390 16.19001
H: 14.37266 -20.61807 16.87474
H: 14.74011 -19.61890 15.50836

Computed properties:
<S²>: 2.0039
HOMO (alpha / beta), eV: -9.80 / -10.29
Calculated total energy, hartree: -4282.1514
Charge: +1
Spin multiplicity: 3
LUMO (alpha / beta), eV: -4.15 / -4.15

=====

No. 2
Entry from the Open Molecules 2025 dataset: C18H22IN2O3PtS as an isolated structure at a distorted geometry (the ωB97M-V functional and the def2-TZVPD basis).

Cartesian coordinates (Å):
Pt: -0.46814 1.22685 -0.12671
C: 1.74327 -1.52468 -3.17652
C: 0.93043 -2.25795 -2.16964
N: 1.00074 -3.54935 -2.10224
C: 0.39578 -4.24603 -1.15733
C: -0.25978 -3.63285 -0.10175
C: -0.90051 -4.50658 0.95965
O: -0.54653 -4.14937 2.27432
C: -0.42009 -2.22781 -0.12972
C: -1.09676 -1.58753 0.95961
N: -1.59172 -0.38741 0.97891
C: -2.42723 0.02288 2.01034
C: -3.24020 -0.92005 2.66366
C: -4.09564 -0.56176 3.68408
C: -4.20322 0.76437 4.06922
C: -3.45913 1.72378 3.40537
C: -2.58386 1.36361 2.39471
I: -1.43965 2.93627 1.50041
C: 0.08954 -1.50288 -1.26157
O: -0.07267 -0.26364 -1.50106
H: 2.11684 -2.22051 -3.92228
H: 2.59106 -1.05092 -2.68112
H: 1.14159 -0.74298 -3.63547
H: 0.42480 -5.31953 -1.26597
H: -0.64350 -5.55122 0.75697
H: -1.99141 -4.40834 0.89920
H: 0.32544 -4.49745 2.48677
H: -1.15378 -2.20194 1.86044
H: -3.20658 -1.94788 2.33248
H: -4.68321 -1.32134 4.17827
H: -4.86377 1.05643 4.86950
H: -3.54511 2.76582 3.67234
C: 2.46397 3.48810 -3.24274
C: 1.65794 4.32129 -2.27347
S: 0.97116 3.32380 -0.88220
O: 0.39159 4.35009 0.00198
C: 2.54534 2.80676 -0.07465
C: 2.79419 1.34614 -0.39172
H: 2.77461 4.11267 -4.07657
H: 1.86904 2.66613 -3.63477
H: 3.36012 3.08674 -2.77645
H: 0.79019 4.77258 -2.75303
H: 2.24616 5.10375 -1.79289
H: 2.37135 2.96912 0.98834
H: 3.35161 3.45259 -0.41211
H: 1.90878 0.75289 -0.11705
H: 3.64291 0.95812 0.16392
H: 2.99405 1.20926 -1.45148

Computed properties:
HOMO, eV: -10.84
Calculated total energy, hartree: -1849.2334
Charge: +1
LUMO, eV: -5.05

=====

No. 3
Entry from the Open Molecules 2025 dataset: C4H6S2 as an isolated structure at a distorted geometry (the ωB97M-V functional and the def2-TZVPD basis).

Cartesian coordinates (Å):
C: -0.43774 0.94312 0.18229
C: -0.08572 -0.50638 -0.02054
C: 0.48151 -1.17416 0.92676
C: -0.15411 -1.18347 -1.18546
H: 0.35893 3.71412 0.34255
H: -1.48300 1.26712 0.01067
H: -0.19706 1.14047 1.18908
H: 1.03707 -0.82927 1.85941
H: 0.69740 -2.35040 0.92278
H: -0.43502 -0.38256 -1.88626
S: 0.49513 2.19586 -0.61070
S: -0.27739 -2.83445 -1.73056

Computed properties:
HOMO, eV: -8.71
Calculated total energy, hartree: -952.2086
LUMO, eV: -1.25

=====

Q: Among the records above, which one has the highest calculated total energy?
A: C4H6S2